# 1
A 2-piece molecular cluster, CH2N3O3 overall. Source: the OMol25 dataset; level of theory: ωB97M-V/def2-TZVPD.

Computed properties:
* relative energy (zero: lowest compared OMol25 entry of this formula, charge and spin): 276.69 kJ/mol
* electronic energy: -11679.8818 eV
* E_HOMO: -4.53 eV
* max |F|: 4.53 eV Å⁻¹
* total charge: -1

```
9
CH2N3O3, DFT ωB97M-V/def2-TZVPD
C -0.00276 -1.41351 -0.67265
N -0.53632 -2.47484 -0.76213
N 0.68891 -0.30301 -0.44660
N -1.10103 -0.69153 2.17284
O -1.21462 -1.47900 3.09936
O -1.95873 -0.51822 1.29050
O -0.09861 0.03784 2.16380
H 0.90805 0.26705 -1.20576
H 0.50293 -0.04612 0.45059
```

=====

# 2
C36H43AsOPdS4 as an isolated structure. Source: the OMol25 dataset; level of theory: ωB97M-V/def2-TZVPD.

Computed properties:
* electronic energy: -147722.5714 eV
* E_HOMO (spin up / spin down): -13.04 / -13.87 eV
* spin multiplicity: 5
* max |F|: 0.56 eV Å⁻¹
* total charge: +2

```
86
C36H43AsOPdS4, DFT ωB97M-V/def2-TZVPD
Pd -0.32140 -0.04920 -1.11498
C -1.48123 -1.98978 -3.60145
C -1.24623 -0.72642 -4.41091
S -0.14861 0.49047 -3.60487
C -1.11275 2.00565 -3.82219
C -2.41917 2.11387 -3.04263
S -2.32854 1.61567 -1.29162
C -3.68100 0.41474 -1.19178
C -3.58325 -0.77522 -2.13262
S -2.05124 -1.72678 -1.90364
H -2.19142 -2.63515 -4.11972
H -0.55714 -2.55860 -3.48032
H -0.77809 -0.99416 -5.35831
H -2.18249 -0.22361 -4.64724
H -0.42653 2.80695 -3.55968
H -1.31459 2.10278 -4.89013
H -2.74406 3.15409 -3.05615
H -3.20846 1.53106 -3.51334
H -3.65857 0.09154 -0.15226
H -4.62494 0.93740 -1.35043
H -4.41589 -1.45114 -1.93646
H -3.65562 -0.47372 -3.17529
S 1.81754 -1.26232 -1.20704
C 2.67562 -0.83937 0.20557
C 3.68745 -1.71699 0.65306
C 4.35239 -1.45622 1.83221
C 4.05014 -0.30832 2.56031
C 3.10443 0.60745 2.09093
C 2.42485 0.35772 0.91930
As 1.26019 1.65380 0.07914
C 1.35150 3.19607 1.24524
C 2.32191 4.17064 1.02912
C 2.40791 5.25029 1.89685
C 1.53207 5.36129 2.96732
C 0.56065 4.39197 3.17495
C 0.46537 3.31085 2.31186
C 2.36370 2.24168 -1.40535
C 1.81357 3.21624 -2.23316
C 2.53303 3.71645 -3.30766
C 3.81353 3.24157 -3.55845
C 4.37564 2.28891 -2.72131
C 3.65823 1.79271 -1.63999
H 3.91152 -2.60281 0.07355
H 5.11050 -2.14046 2.18743
H 4.57531 -0.10443 3.48407
H 2.92895 1.52715 2.63535
H 3.01374 4.09750 0.20101
H 3.16379 6.00643 1.73240
H 1.60421 6.20671 3.63814
H -0.12743 4.47978 4.00506
H -0.30144 2.56628 2.47041
H 0.83569 3.62646 -1.99818
H 2.10713 4.48623 -3.93830
H 4.38011 3.62781 -4.39483
H 5.38269 1.93746 -2.90228
H 4.12147 1.06545 -0.98596
C -3.96731 -0.38348 2.80663
C -2.52602 -0.54058 3.31487
C -1.66623 0.66724 2.95758
C -2.01121 -1.89923 2.89644
C -2.33599 -2.96832 3.69279
C -2.00240 -4.27672 3.33754
C -1.31835 -4.53481 2.14719
C -0.94045 -3.52154 1.30574
C -0.15042 -3.83987 0.06337
C 1.25036 -4.33311 0.44192
C -0.85463 -4.86640 -0.82795
C -1.26558 -2.14074 1.65947
O -0.88828 -1.16611 0.94885
H -4.31937 0.63915 2.94855
H -4.64624 -1.05470 3.33143
H -4.03191 -0.63271 1.74599
H -2.57651 -0.57771 4.40607
H -1.73631 0.92557 1.90007
H -0.61583 0.48639 3.19291
H -2.00670 1.52435 3.54148
H -2.87316 -2.79307 4.61705
H -2.27555 -5.09640 3.98865
H -1.07294 -5.55887 1.89660
H -0.04634 -2.91080 -0.49760
H 1.19338 -5.30773 0.92895
H 1.74331 -3.64622 1.13135
H 1.87055 -4.44350 -0.44976
H -0.91219 -5.83966 -0.33959
H -0.29217 -5.00642 -1.75326
H -1.87022 -4.55841 -1.07807
```

=====

# 3
H41O20 as an isolated structure. Source: the OMol25 dataset; level of theory: ωB97M-V/def2-TZVPD.

Computed properties:
* relative energy (zero: lowest compared OMol25 entry of this formula, charge and spin): 605.36 kJ/mol
* electronic energy: -41605.5483 eV
* E_HOMO: -13.36 eV
* max |F|: 8.17 eV Å⁻¹
* total charge: +1

```
61
H41O20, DFT ωB97M-V/def2-TZVPD
O 3.43213 2.44104 -3.22066
H 4.20711 2.30035 -3.78826
O 0.73495 -0.78707 -3.15977
H 0.72096 -1.04703 -1.88108
H 0.62755 -1.68008 -3.67068
O -3.22074 -3.37034 0.99074
H -2.95364 -2.42275 1.21370
H -4.15856 -3.37838 1.05058
O -1.07770 -4.20228 -1.00305
H -1.15948 -5.05111 -0.58390
H -1.82543 -3.72282 -0.75762
O -3.15254 -0.86109 -1.22059
H 3.76638 3.24849 0.30700
H -3.59059 -1.13263 -1.97717
O 3.13868 3.23233 -0.35041
H 4.94159 -0.17196 1.06557
H 2.35838 3.65034 -0.13260
O 4.13831 -0.68417 0.75243
H 3.45391 -0.44416 1.31440
H 1.64556 -0.65642 -3.48306
O -1.89269 -0.97440 1.44730
H -1.90865 -0.45237 0.75235
H -2.40611 -0.61745 2.23506
O 0.84467 -2.08008 1.85740
H 0.05527 -2.54845 1.77744
H -2.25579 -1.25182 -1.18520
O 0.90164 -4.27511 2.86565
H 1.47696 -4.34806 3.64152
H 1.39762 -4.58251 2.20831
O -3.09361 -3.12171 4.09443
H -2.76716 -3.04155 4.93820
H -2.70168 -3.79547 3.70776
O -3.54288 1.83093 -0.65865
H -3.06839 2.12550 -1.52398
H -3.80083 0.96411 -0.73083
O -1.02066 4.44638 -3.56619
H -0.82386 5.19360 -2.95055
H -0.38865 3.84878 -2.99487
O -1.29296 1.79723 1.59353
H -1.88088 2.19621 0.85618
H -1.80989 2.09391 2.30990
O 0.70627 -1.53463 -0.70225
H 0.97147 -1.36794 0.26247
H 1.30523 -2.16634 -1.05189
O -0.27033 4.34630 3.68045
H -0.30093 3.64576 2.90835
H -0.26836 3.73948 4.47241
O 1.55413 2.00567 2.36041
H 0.63226 1.72079 2.14992
H 1.71679 2.49452 3.10507
O 3.19329 0.15266 -3.79493
H 3.13100 0.72569 -3.08184
H 3.26464 0.62510 -4.65656
O -1.58155 4.89545 0.15381
H -2.23766 5.51018 0.39516
H -2.09663 3.96378 -0.02681
O 1.48580 -3.10326 -2.37618
H 2.06288 -3.85125 -2.42852
H 0.56784 -3.28208 -1.94949
H 3.44819 3.01484 -2.31887
H 0.77802 -1.27963 2.55489
```

=====

# 4
C13H19BN3O7S2 as an isolated structure. Source: the OMol25 dataset; level of theory: ωB97M-V/def2-TZVPD.

Computed properties:
* electronic energy: -54942.2914 eV
* E_HOMO: -5.90 eV
* max |F|: 0.60 eV Å⁻¹
* total charge: -1

```
45
C13H19BN3O7S2, DFT ωB97M-V/def2-TZVPD
O 1.34324 0.67454 1.85582
S 2.07962 0.58961 0.61289
O 3.02175 1.64927 0.33007
C 0.84511 0.72621 -0.67524
C 0.01920 2.00275 -0.50330
C -1.23376 1.79514 0.33001
O -2.27117 1.13126 -0.40034
N 2.82641 -0.79592 0.36056
S 2.31780 -2.17555 0.98352
O 3.25469 -3.19137 0.51468
O 2.04930 -2.14732 2.40975
B 0.72935 -2.76288 0.16148
O 0.51669 -2.58131 -1.17026
O -0.16019 -3.43783 0.92817
H 0.20110 -0.15482 -0.66966
H 1.38567 0.73197 -1.62197
H -0.26854 2.38484 -1.48807
H 0.63277 2.78031 -0.04600
H -0.99854 1.17549 1.19490
H -1.60852 2.75516 0.70112
H -2.08588 1.24192 -1.33915
H 1.33667 -2.32296 -1.61244
H -0.05857 -3.13079 1.84284
N 1.02491 4.25576 -3.00934
C 1.73863 4.04828 -4.11189
C 2.09146 5.05713 -4.99701
C 1.67947 6.35063 -4.72056
C 0.93697 6.58057 -3.57366
C 0.63844 5.50170 -2.75364
H 2.04732 3.02400 -4.29013
H 2.67758 4.83022 -5.87726
H 1.93542 7.16590 -5.38554
H 0.59625 7.57395 -3.31463
H 0.06418 5.64129 -1.84376
N -2.34171 -3.63481 3.99095
C -3.45869 -4.01801 3.37885
C -3.78904 -5.34474 3.14559
C -2.90835 -6.32745 3.56793
C -1.73905 -5.94283 4.20230
C -1.50341 -4.58829 4.38954
H -4.11766 -3.22032 3.05378
H -4.71078 -5.59641 2.63855
H -3.12595 -7.37445 3.39820
H -1.01580 -6.67265 4.53956
H -0.59439 -4.24721 4.87280
```

=====

# 5
C22H14AsF2IrN2O10S3 as an isolated structure. Source: the OMol25 dataset; level of theory: ωB97M-V/def2-TZVPD.

Computed properties:
* relative energy (zero: lowest compared OMol25 entry of this formula, charge and spin): 0.00 kJ/mol
* electronic energy: -148112.4594 eV
* E_HOMO (spin up / spin down): -2.82 / -5.89 eV
* spin multiplicity: 6
* max |F|: 1.86 eV Å⁻¹
* total charge: -1

```
55
C22H14AsF2IrN2O10S3, DFT ωB97M-V/def2-TZVPD
Ir -0.20025 -0.03360 0.88017
O 3.85390 1.85310 1.75563
As 2.35230 1.11018 2.23403
O 1.46927 2.28458 2.99169
O 1.76622 0.25174 0.89726
C 3.13003 -0.29675 3.31998
C 4.48029 -0.24264 3.64404
C 5.08096 -1.32924 4.26116
C 4.34929 -2.47833 4.53076
C 3.00470 -2.53834 4.20576
C 2.40209 -1.44578 3.60172
S 0.65932 -1.56453 3.21311
O 0.56131 -2.16186 1.87133
O 0.08503 -2.34489 4.26950
O 0.18378 -0.15604 3.14514
H 3.70478 2.63873 1.18518
H 5.05032 0.64136 3.39667
H 6.13116 -1.28572 4.52009
H 4.83136 -3.33283 4.98793
H 2.40223 -3.41201 4.41560
O -3.25700 -1.70968 2.14039
C -3.30037 -0.86922 1.27956
N -2.21797 -0.20208 0.72015
C -2.64344 0.69444 -0.22857
O -1.82093 1.40265 -0.79402
C -4.10396 0.61269 -0.34681
C -5.01454 1.23931 -1.17640
C -6.35284 0.89542 -1.04813
C -6.76262 -0.04591 -0.10624
C -5.84447 -0.67826 0.72332
C -4.51453 -0.34085 0.58685
H -4.68098 1.96722 -1.90449
H -7.09320 1.35691 -1.68844
H -7.81385 -0.29165 -0.02616
H -6.14974 -1.41104 1.45874
O 3.11623 4.67982 -0.23673
S 1.88620 4.27446 -0.89869
O 2.01015 3.98351 -2.29875
N 1.26107 3.04444 -0.01336
C 0.12633 3.42354 0.57617
S -0.61146 2.42608 1.82396
C -0.35892 4.72220 0.25487
C -1.54804 5.36512 0.64256
C -1.79254 6.63744 0.16866
C -0.88370 7.29609 -0.67161
C 0.30051 6.67103 -1.05367
C 0.54342 5.39896 -0.59215
H -2.24935 4.84907 1.28677
H -2.71180 7.14518 0.43680
H -1.11596 8.28910 -1.03387
H 1.01552 7.17179 -1.69471
F -0.97926 -1.36241 -1.58557
C 0.13977 -0.87060 -0.97127
F 0.66944 0.04576 -1.81044
H 0.85282 -1.69273 -0.85147
```